Entry from the OMol25 dataset: a structure of composition C42H62N4SSbSi4V at a distorted geometry (the ωB97M-V functional and the def2-TZVPD basis).

2S+1: 3
Relative energy (zero: lowest compared OMol25 entry of this formula, charge and spin) (kcal per mole): 29.3
⟨S²⟩: 2.045
E_LUMO (spin up / spin down) (Ha): 0.001 / -0.001
Highest occupied orbital energy (spin up / spin down) (eV): -7.06 / -7.06

Element x y z (Å)
V -0.6832 -0.0441 -0.8982
C -2.4219 -3.7997 1.5130
Sb -0.6383 -2.5374 1.2646
C -1.1066 -2.0821 -0.8471
C -2.4599 -1.8033 -1.1450
C -3.5057 -2.7282 -1.3209
C -4.7479 -2.2810 -1.7188
C -4.9470 -0.9501 -2.0164
C -3.8796 -0.0639 -1.7989
N -2.6611 -0.4586 -1.4545
Si -0.1855 -3.2688 -1.9729
C 1.6934 -3.0980 -1.9305
C -0.8913 -2.9343 -3.7603
C -0.5117 -5.0461 -1.5602
C -1.1487 -0.9251 2.7907
C -0.6870 0.4531 2.3810
C 0.0018 1.3188 3.2130
C 0.4034 2.5965 2.8022
C -0.0770 3.0497 1.6322
C -0.7787 2.1643 0.8595
N -0.9822 0.8636 1.1204
Si -0.2834 -1.6789 4.3831
C -0.6790 -0.6562 5.8609
C -0.8236 -3.4588 4.6990
C 1.5276 -1.7172 3.9939
Si -2.9902 -0.6466 3.1107
C -3.1271 0.9906 4.0540
C -3.9230 -1.9759 4.1277
C -4.0819 -0.4367 1.5241
H -2.3700 -4.5857 0.7611
H -3.4142 -3.3397 1.2219
H -2.5616 -4.3069 2.5109
H -3.4068 -3.8087 -1.1551
H -5.5011 -3.0324 -1.8733
H -5.8680 -0.5532 -2.3313
H -3.8771 0.9977 -1.9603
H 1.9763 -2.1356 -2.3332
H 2.0415 -3.8889 -2.6937
H 2.0560 -3.4010 -0.9622
H -0.0435 -3.1425 -4.4419
H -1.2835 -1.9517 -3.9017
H -1.6900 -3.6855 -3.9890
H -0.1112 -5.4023 -0.6626
H -0.1124 -5.7554 -2.3350
H -1.5979 -5.1043 -1.5161
H 0.2715 1.0800 4.2355
H 1.1078 3.1855 3.4344
H 0.1133 4.0208 1.2291
H -1.1731 2.5189 -0.0907
H -1.6799 -0.8242 6.1748
H -0.5916 0.4092 5.7789
H -0.0069 -0.8669 6.7390
H -0.7991 -3.3858 5.8340
H 0.0268 -4.0745 4.4281
H -1.7997 -3.8138 4.3444
H 1.7805 -0.6410 3.8975
H 1.7481 -2.2831 3.0565
H 2.1637 -2.0751 4.8208
H -2.7533 1.0041 5.0386
H -4.1841 1.1861 4.2110
H -2.7006 1.8557 3.4362
H -3.3302 -2.6783 4.7853
H -4.4055 -2.7287 3.4745
H -4.7977 -1.4901 4.5550
H -3.7429 0.4968 1.0684
H -5.0888 -0.3198 1.9769
H -4.1584 -1.2593 0.8446
C 1.1898 -0.2878 0.0643
Si 3.0658 2.9724 -0.5825
C 0.5777 2.6650 -2.0994
N -0.5617 1.7893 -2.5108
C -1.7293 2.6174 -2.9019
C -1.4127 3.5393 -4.1207
C -0.5298 2.7682 -5.1202
C -0.7823 1.2572 -4.9955
C -0.1228 0.8802 -3.6335
C 4.0938 2.7277 -2.0995
C 4.0480 1.5593 -2.8693
C 4.9332 1.3094 -3.9260
C 5.9526 2.2001 -4.1745
C 6.0251 3.4207 -3.4160
C 5.1493 3.5745 -2.3504
C 3.7553 2.0670 0.8789
C 3.5262 2.5974 2.1125
C 3.9944 1.9400 3.2508
C 4.7098 0.7163 3.1441
C 5.0334 0.3362 1.8979
C 4.5623 0.9916 0.7476
H 1.4497 0.0611 1.0958
H 1.8715 -1.1349 -0.2315
H 1.1454 3.1205 -2.9415
H 0.1604 3.5030 -1.5256
H -1.9837 3.2461 -2.0236
H -2.5474 1.9413 -3.1521
H -1.1025 4.4826 -3.7143
H -2.3590 3.7475 -4.5671
H 0.5053 2.9608 -4.9913
H -0.7667 3.0731 -6.1139
H -0.4273 0.6246 -5.8163
H -1.8597 1.1060 -5.0448
H 0.9324 1.0464 -3.6924
H -0.3307 -0.1923 -3.3674
H 3.3464 0.7391 -2.5050
H 4.8510 0.3930 -4.4691
H 6.4197 2.1331 -5.1149
H 6.6262 4.2090 -3.8357
H 5.1115 4.4663 -1.7727
H 3.0038 3.5687 2.2947
H 3.9198 2.3087 4.3008
H 5.1400 0.2812 4.0178
H 5.6304 -0.6032 1.8320
H 4.9806 0.5738 -0.2030
S 2.5193 4.9164 -0.2410
C 1.5619 1.9356 -1.1927
N 1.0825 0.7854 -0.8390